{"formula": "C3H12O3S", "method": "the ωB97M-V functional and the def2-TZVPD basis", "species": ["S", "O", "O", "O", "C", "C", "C", "H", "H", "H", "H", "H", "H", "H", "H", "H", "H", "H", "H"], "coordinates": [[2.69290, 0.76176, 1.28368], [-5.38435, -3.01566, 3.26870], [0.13258, -0.38852, -0.72627], [-2.17339, -1.81764, -3.19083], [0.09487, 0.99667, -1.09167], [1.49237, 1.53110, -1.09208], [2.02025, 2.07684, 0.24598], [2.84543, 2.76660, 0.00525], [-6.22661, -2.67246, 2.98945], [1.22678, 2.61949, 0.76136], [-0.68985, 1.57154, -0.56591], [2.19932, 0.76176, -1.38393], [-0.68821, -0.81161, -1.02154], [-4.90790, -2.26634, 3.61045], [1.45474, 2.43018, -1.70519], [-1.80657, -2.69195, -3.02335], [3.06263, 1.23268, 2.49892], [-0.17677, 1.05938, -2.16241], [-1.43703, -1.37321, -3.60751]], "lowdin_charge": [0.69, -0.05, -0.09, -0.05, -0.28, -0.27, -0.58, 0.07, 0.02, 0.07, 0.13, 0.11, 0.07, 0.02, 0.11, 0.04, -0.16, 0.11, 0.03], "smiles": "OCCCS.O.O", "homo_energy_ev": -8.77, "relative_energy_ev": 0.9544, "gap_ev": 9.40}

---

{"formula": "C3H12O4", "method": "the ωB97M-V functional and the def2-TZVPD basis", "species": ["O", "O", "O", "O", "C", "C", "C", "H", "H", "H", "H", "H", "H", "H", "H", "H", "H", "H", "H"], "coordinates": [[1.35897, 1.80535, 1.24254], [-0.06244, 0.35660, -0.95896], [3.67210, 0.35162, 0.07368], [2.21343, -1.22219, -1.54162], [-2.31174, 0.28240, -0.14134], [-1.13496, -0.28105, -0.40266], [-3.48266, -0.54079, 0.60906], [2.77265, -1.94286, -1.81418], [4.10526, -0.27340, 0.66572], [-4.04012, -1.10008, -0.07476], [-3.12030, -1.23407, 1.42976], [0.82000, 2.21329, 1.90831], [0.46039, -0.18607, -1.49847], [-4.12262, 0.17943, 1.08055], [-2.74018, 1.20878, -0.59802], [3.01063, 0.80858, 0.68767], [2.75133, -0.57509, -1.05264], [0.74378, 1.43866, 0.59647], [-0.89352, -1.28913, -0.21110]], "lowdin_charge": [-0.15, -0.08, -0.24, -0.22, -0.14, -0.33, -0.12, -0.02, -0.03, 0.02, 0.08, 0.00, 0.02, 0.03, 0.10, 0.02, -0.04, 0.00, 0.09], "multiplicity": 2, "homo_energy_ev": [1.07, -6.06], "relative_energy_ev": 1.5373, "gap_ev": [2.29, 9.49], "total_charge": -1, "s_squared": 0.75}

---

{"formula": "C3H12O4", "method": "the ωB97M-V functional and the def2-TZVPD basis", "species": ["O", "O", "O", "O", "C", "C", "C", "H", "H", "H", "H", "H", "H", "H", "H", "H", "H", "H", "H"], "coordinates": [[-0.92479, -0.15197, -1.18069], [-2.31425, -3.83093, 4.13411], [3.33133, 1.36106, -1.56021], [-3.19144, 2.02541, 1.71686], [0.07658, 0.47013, -1.88229], [2.31008, 1.08961, -0.59781], [1.48420, 0.06313, -1.29660], [1.88630, 2.15739, -0.53270], [-0.06395, 1.53500, -1.64259], [-2.40495, -4.19253, 3.25641], [-0.03845, 0.06675, -2.99558], [2.83393, 0.81914, 0.32402], [-2.71578, 1.33441, 1.13904], [-0.47358, -0.58533, -0.26114], [-3.16438, -3.49616, 4.38583], [3.33237, 0.76614, -2.39372], [1.64081, -0.84756, -0.75652], [-3.82578, 1.71873, 2.35627], [2.22173, -0.30243, -2.21267]], "lowdin_charge": [-0.15, -0.05, -0.16, -0.09, -0.29, -0.27, -0.18, 0.14, 0.11, 0.03, 0.15, 0.11, 0.07, 0.19, 0.02, 0.11, 0.10, 0.01, 0.15], "smiles": "OCCCO.O.O", "homo_energy_ev": -10.13, "relative_energy_ev": 3.4654, "gap_ev": 10.42}

---

{"formula": "C3H12O4", "method": "the ωB97M-V functional and the def2-TZVPD basis", "species": ["O", "O", "O", "O", "C", "C", "C", "H", "H", "H", "H", "H", "H", "H", "H", "H", "H", "H", "H"], "coordinates": [[2.23735, -0.54711, 0.25452], [-0.15492, 1.42537, -2.48284], [-0.92681, -1.17286, -0.84926], [2.83227, 0.88458, -2.10331], [-1.03094, -0.39768, 0.27341], [-2.20622, -0.35456, 2.45417], [-1.14164, -0.86786, 1.51176], [-2.98821, 0.13987, 1.88466], [1.28869, -0.55356, 0.43697], [-1.74610, 0.12613, 3.34120], [2.66783, -1.11279, 0.89958], [0.68831, 1.33119, -2.94494], [-1.23397, 0.72093, 0.16493], [-2.76273, -1.08834, 3.02253], [2.76383, 0.14606, -1.48108], [-0.47521, 2.32210, -2.61901], [-0.65896, -0.72468, -1.66235], [-0.65985, -1.81196, 1.80730], [3.50729, 1.53515, -1.90824]], "lowdin_charge": [-0.04, -0.06, 0.01, -0.07, -0.26, -0.12, -0.17, 0.07, 0.01, 0.07, 0.05, 0.02, 0.14, 0.06, 0.00, 0.04, 0.08, 0.11, 0.04], "smiles": "C/C=C/O.O.O.O", "homo_energy_ev": -8.37, "relative_energy_ev": 1.7048, "gap_ev": 9.11}

---

{"formula": "C3H12P2Si", "method": "the ωB97M-V functional and the def2-TZVPD basis", "species": ["P", "P", "Si", "C", "C", "C", "H", "H", "H", "H", "H", "H", "H", "H", "H", "H", "H", "H"], "coordinates": [[-2.99594, -0.20091, 0.90488], [-1.85746, -0.09194, -0.91427], [0.32711, -0.32082, -0.13388], [1.19727, -1.13292, -1.57371], [0.94996, 1.49529, -0.27468], [0.69275, -1.23249, 1.45683], [-1.38589, -2.30128, -1.72571], [1.50640, -0.29822, -2.23154], [2.11457, 1.54436, -0.19501], [0.58723, 2.07591, 0.50893], [0.45130, -1.78256, -2.10907], [1.77182, -1.22029, 1.54135], [0.49919, 1.87054, -1.24973], [-2.40151, 1.00488, 1.46150], [-4.26710, 0.36201, 0.61781], [0.47517, -2.29820, 1.43538], [2.02246, -1.57802, -1.12911], [0.20624, -0.79329, 2.30744]], "lowdin_charge": [0.32, 0.31, 0.20, -0.26, -0.25, -0.22, 0.06, 0.04, 0.07, -0.03, -0.03, 0.02, 0.04, -0.14, -0.18, 0.03, -0.01, 0.01], "homo_energy_ev": [-8.17, -8.53], "relative_energy_ev": 2.6115, "gap_ev": [7.49, 7.60]}

---

{"formula": "C3H12Si4", "method": "the ωB97M-V functional and the def2-TZVPD basis", "species": ["Si", "Si", "Si", "Si", "C", "C", "C", "H", "H", "H", "H", "H", "H", "H", "H", "H", "H", "H", "H"], "coordinates": [[2.71620, 0.85529, -0.37703], [-1.14412, -0.88801, -2.47864], [-0.22304, -1.66511, 1.49579], [-1.38174, 1.77739, 1.40721], [1.00725, 0.16907, -0.40236], [-0.08184, -0.33371, -0.96876], [-0.05769, -0.21816, 0.49461], [-0.81084, -0.05898, -3.57736], [-0.95957, -1.07865, 2.78456], [-1.98099, 1.63593, 2.67756], [-1.09431, -2.63244, 0.79924], [-2.13040, 1.74806, 0.11670], [2.48941, 1.83155, 0.73354], [1.02139, -2.65630, 1.93114], [-0.43033, 2.79791, 1.42762], [3.09696, 1.42506, -1.62453], [-2.40524, -0.14617, -2.04292], [-1.21979, -2.33963, -2.57458], [3.58869, -0.22310, 0.17823]], "lowdin_charge": [0.67, 0.68, 0.54, 0.71, -0.46, -0.40, -0.66, -0.11, -0.06, -0.15, -0.08, -0.11, -0.06, -0.05, -0.16, -0.09, -0.06, -0.08, -0.06], "homo_energy_ev": -7.27, "relative_energy_ev": 2.7321, "gap_ev": 7.82}

---

{"formula": "C3H13B2Be2Cl7", "method": "the ωB97M-V functional and the def2-TZVPD basis", "species": ["Cl", "Cl", "Cl", "Cl", "Cl", "Cl", "Cl", "C", "C", "C", "B", "B", "Be", "Be", "H", "H", "H", "H", "H", "H", "H", "H", "H", "H", "H", "H", "H"], "coordinates": [[-1.38115, -1.91866, -1.12687], [4.94982, -1.50654, -0.50743], [-3.38361, -0.77998, 0.64476], [2.00317, -1.32847, -0.47893], [-0.26397, -0.29013, 4.94472], [-0.61849, -2.15401, 2.70455], [2.04184, -1.25414, 3.44893], [0.32267, -0.77787, 3.36625], [-3.01789, -2.12045, -0.46664], [3.42782, -2.22702, 0.09936], [-0.43049, 1.34346, 0.14802], [-0.23335, 2.83358, -2.62268], [-1.16304, 3.72749, -0.44995], [0.20457, 0.43684, -2.13116], [0.16836, 0.01165, 2.64034], [0.01520, 0.28796, 0.08608], [-1.30035, 1.45899, -0.59006], [3.44161, -2.31212, 1.18248], [3.37655, -3.23228, -0.31036], [-0.26608, 3.94698, -2.86901], [0.59273, 2.67481, -1.84954], [-0.03145, 2.12582, -3.50930], [-3.13289, -3.08991, 0.01107], [-1.24698, 2.51536, -2.17094], [-3.67960, -2.05220, -1.32541], [-0.79937, 1.57629, 1.20018], [0.40438, 2.10456, -0.06847]], "lowdin_charge": [0.54, 0.56, 0.56, 0.52, 0.59, 0.50, 0.55, -1.51, -0.90, -0.93, -0.45, -0.31, 1.29, 1.01, -0.03, -0.04, -0.06, 0.01, 0.04, 0.03, -0.05, 0.04, 0.06, -0.04, 0.04, 0.01, -0.02], "homo_energy_ev": -15.66, "gap_ev": 3.29, "total_charge": 2}

---

Ordered M results: 128.2; 112.1; 112.1; 112.1; 138.2; 160.5; 337.0; unit g/mol.
Ordered maximum force results: 2.1; 3.5; 6.1; 2.5; 3.0; 4.7; 4.7; unit eV/Å.
Ordered E_tot results: -745.365558; -422.390558; -422.334125; -422.398825; -1093.572862; -1279.209936; -3421.570981; unit Eh.